Record 1
The following is a DFT calculation (ωB97M-V with the def2-TZVPD basis set) of 3 unconnected molecules or ions with the total composition C4H14NOS.

Atoms and positions in Å:
1 C 1.1328 -1.3002 -0.2657
2 C -0.0738 -0.4066 -0.0607
3 C -0.5824 0.2080 -1.3511
4 C -1.9166 0.9258 -1.1412
5 S -2.6531 0.2867 0.3130
6 N 0.2406 0.5670 0.9079
7 H 1.5789 -0.9755 -1.2143
8 H 1.9253 -1.1486 0.4669
9 H 0.9154 -2.3680 -0.2943
10 H -1.0543 -0.9598 0.3390
11 H -0.7241 -0.5695 -2.0880
12 H 0.1594 0.8419 -1.7894
13 H -1.7039 2.0127 -1.0082
14 H -2.5738 0.7825 -2.0063
15 H -5.7310 0.5542 4.1377
16 H 0.6870 0.2467 1.7393
17 H -5.6406 1.1136 3.6589
18 H -0.5200 1.1399 1.1520
19 H 6.7191 0.2648 0.2488
20 H 6.6277 -0.8801 -0.7740
21 O 6.3139 -0.5904 0.0837

Output
Orbital gap (eV): 5.376
Net charge: +1
Energy (eV): -18736.63751
Energy above the lowest of the compared OMol25 structures with the same formula, charge and spin (kJ/mol): 535.5
E_HOMO (eV): -13.67

Atomic partial charges in e from the Löwdin method, atoms 1 to 4:
1 C 0.004
2 C -0.479
3 C -0.207
4 C -0.524

Record 2
The following is a DFT calculation (ωB97M-V with the def2-TZVPD basis set) of a molecular structure, C4H14NOS2.

Atoms and positions in Å:
1 N 0.4105 -2.1009 -2.7687
2 C 0.3825 -0.6287 -2.8197
3 C 0.3502 -0.1593 -1.3739
4 S 1.6639 -0.6477 -0.4508
5 S -1.0302 1.4730 0.7234
6 C 0.4059 1.0965 1.6457
7 C 0.6045 2.0887 2.8091
8 H -1.4178 -1.0010 -0.6487
9 H 0.9687 -2.4415 -1.9995
10 H 0.6720 -2.5384 -3.6395
11 H -0.5395 -0.3996 -3.3455
12 H 1.3068 -0.2941 -3.2829
13 H -0.7779 -0.6133 -0.9811
14 H 0.3220 0.9513 -1.3078
15 H 0.3429 0.0731 2.0032
16 H 1.2265 1.2472 0.8421
17 H -0.2921 1.9345 3.4254
18 H 0.2609 3.0882 2.5321
19 H 1.4860 2.0389 3.4374
20 H -2.6425 -1.5854 2.0522
21 H -1.8853 -0.3177 1.4715
22 O -1.8181 -1.2638 1.6761

Output
Orbital gap (eV): 5.096
Net charge: +1
Energy (eV): -29568.71272
Energy above the lowest of the compared OMol25 structures with the same formula, charge and spin (kJ/mol): 835.4
E_HOMO (eV): -13.25

Atomic partial charges in e from the Löwdin method, atoms 1 to 4:
1 N 0.005
2 C -0.293
3 C -0.707
4 S 0.922

Record 3
The following is a DFT calculation (ωB97M-V with the def2-TZVPD basis set) of 2 unconnected molecules or ions with the total composition C4H14NS.

Atoms and positions in Å:
1 C -0.3165 -2.1028 1.1379
2 C 0.1327 -2.0876 2.5782
3 S -1.4381 -0.7342 0.6579
4 H 0.5068 -1.9308 0.3922
5 H -0.7749 -3.0114 0.7935
6 H 0.6949 -2.8972 2.9903
7 H -2.3792 -0.6458 1.6284
8 H -0.7456 -1.8168 3.2092
9 H 0.6707 -1.0827 2.8546
10 C 0.1926 1.8424 -1.0336
11 C 1.6007 1.6917 -1.4841
12 N -0.8479 0.9942 -1.8350
13 H -0.0142 1.5035 -0.0208
14 H -0.0839 2.8872 -1.1373
15 H 1.6630 0.8280 -2.1865
16 H 2.3700 1.6001 -0.6879
17 H -1.6323 0.7416 -1.2031
18 H -1.2914 1.5146 -2.5771
19 H -0.3574 0.1304 -2.0974
20 H 2.0499 2.5758 -1.9794

Output
Orbital gap (eV): 9.777
Net charge: +1
Energy (eV): -16693.14029
Energy above the lowest of the compared OMol25 structures with the same formula, charge and spin (kJ/mol): 101.4
E_HOMO (eV): -13.05

Atomic partial charges in e from the Löwdin method, atoms 1 to 4:
1 C -0.577
2 C -0.166
3 S 0.738
4 H 0.073

Record 4
The following is a DFT calculation (ωB97M-V with the def2-TZVPD basis set) of 2 unconnected molecules or ions with the total composition C4H14NS.

Atoms and positions in Å:
1 C 1.3428 2.5220 -2.0436
2 C 0.3183 1.8043 -1.1680
3 S -0.2719 0.2289 -1.9156
4 H 0.8940 2.6581 -3.0283
5 H 2.2469 1.9295 -2.1491
6 H 1.5135 3.5169 -1.6409
7 H 0.6845 1.5945 -0.1617
8 H -0.5657 2.4281 -1.0506
9 H -1.5555 0.4300 -1.6156
10 C -0.0661 -2.7944 1.1491
11 N -0.0574 -1.2862 1.0048
12 C -1.0648 -0.5493 1.8077
13 H 0.7104 -3.1996 0.5115
14 H 0.1472 -2.9815 2.1981
15 H -1.0624 -3.1215 0.8726
16 H -0.1420 -1.0220 -0.0100
17 H 0.8706 -0.9690 1.2540
18 H -2.0356 -1.0178 1.6513
19 H -1.0561 0.4799 1.4660
20 H -0.8508 -0.6509 2.8683

Output
Orbital gap (eV): 10.179
Net charge: +1
Energy (eV): -16693.89495
Energy above the lowest of the compared OMol25 structures with the same formula, charge and spin (kJ/mol): 28.6
E_HOMO (eV): -13.31

Atomic partial charges in e from the Löwdin method, atoms 1 to 4:
1 C -0.155
2 C -0.583
3 S 0.749
4 H 0.075

Record 5
The following is a DFT calculation (ωB97M-V with the def2-TZVPD basis set) of a gas-phase ion, C4H14NSi (charge +1).

Atoms and positions in Å:
1 C 1.6928 -0.7864 -1.1610
2 C 0.8860 1.5738 -0.2262
3 C 0.9028 0.0454 -0.1465
4 C -0.5016 -0.5985 0.0947
5 N -1.6411 0.1758 -0.5137
6 Si -1.1838 -0.5956 1.9844
7 H 1.2218 -0.7143 -2.1723
8 H 1.8261 -1.8050 -0.8530
9 H 2.7580 -0.3005 -1.3278
10 H 0.0584 1.8720 0.4329
11 H 1.8196 2.0769 0.0585
12 H 0.7446 1.9133 -1.3129
13 H 1.4355 -0.0819 0.7478
14 H 0.0095 -0.7773 2.8413
15 H -1.5786 0.1581 -1.5803
16 H -2.5416 -0.3503 -0.4568
17 H -1.7115 1.1673 -0.3212
18 H -1.9178 0.6796 2.3361
19 H -0.4643 -1.7483 -0.2731
20 H -1.8147 -1.9041 1.8492

Output
Orbital gap (eV): 10.836
Net charge: +1
Energy (eV): -13734.33787
SMILES string: CC(C)[C@H]([NH3+])[SiH3]
Energy above the lowest of the compared OMol25 structures with the same formula, charge and spin (kJ/mol): 218.7
E_HOMO (eV): -14.57

Atomic partial charges in e from the Löwdin method, atoms 1 to 4:
1 C -0.074
2 C -0.061
3 C -0.469
4 C -0.404

Record 6
The following is a DFT calculation (ωB97M-V with the def2-TZVPD basis set) of 3 unconnected molecules or ions with the total composition C4H14O2S.

Atoms and positions in Å:
1 C 0.5157 -1.1262 -2.8911
2 C 0.2401 -0.3765 -1.4779
3 C 0.6217 1.0940 -1.4128
4 S 0.8117 1.3283 0.4786
5 C -0.8738 1.7932 0.8645
6 H 0.0513 -0.6611 -3.7605
7 H -0.1252 -1.9498 -2.8314
8 H 1.6001 -1.3575 -3.0144
9 H -0.8874 -0.4154 -1.3501
10 H 0.8259 -0.8274 -0.7392
11 H 1.5732 1.4780 -1.7709
12 H -0.2892 1.6487 -1.5854
13 H -1.1298 2.6580 0.2477
14 H -0.9383 2.1942 1.8623
15 H -1.5964 0.8566 0.7832
16 H -1.9786 -3.0281 1.8477
17 H -1.3471 -4.4655 1.9507
18 O -2.2319 -3.9682 1.8947
19 H 1.5859 0.8859 3.6012
20 H 1.4806 2.5095 3.7012
21 O 2.0914 1.7292 3.6020

Output
Orbital gap (eV): 8.830
Energy (eV): -19303.79314
SMILES string: CCCSC.O.O
Energy above the lowest of the compared OMol25 structures with the same formula, charge and spin (kJ/mol): 168.9
E_HOMO (eV): -8.46

Atomic partial charges in e from the Löwdin method, atoms 1 to 4:
1 C -0.086
2 C -0.327
3 C -0.415
4 S 0.760

Record 7
The following is a DFT calculation (ωB97M-V with the def2-TZVPD basis set) of 3 unconnected molecules or ions with the total composition C4H14O2S.

Atoms and positions in Å:
1 C 1.5234 -0.7193 1.5169
2 C 0.1512 -1.1508 1.0486
3 C -0.8203 -0.0181 0.6629
4 C -2.1547 -0.5747 0.1571
5 S -3.4147 0.6596 -0.0303
6 H 1.9428 -1.4481 2.2054
7 H 2.2126 -0.6155 0.6800
8 H 1.5069 0.2580 2.0037
9 H -0.3009 -1.7837 1.8180
10 H 0.2193 -1.7690 0.1457
11 H -0.2971 0.5778 -0.0897
12 H -1.0500 0.6590 1.4913
13 H -2.5025 -1.3692 0.8273
14 H -2.0009 -1.1263 -0.7867
15 H -2.4983 1.6028 -0.3850
16 H -0.0155 0.3754 -3.3874
17 H -0.5453 1.0474 -2.1121
18 O 0.2359 0.9221 -2.6339
19 H 2.0350 0.9792 -1.1753
20 H 3.0771 2.0381 -1.2967
21 O 2.6960 1.4550 -0.6599

Output
Orbital gap (spin up / spin down) (eV): 9.561 / 4.606
2S+1: 2
Net charge: +1
⟨S²⟩: 0.7532
Energy (eV): -19295.94676
Energy above the lowest of the compared OMol25 structures with the same formula, charge and spin (kJ/mol): 76.3
E_HOMO (spin up / spin down) (eV): -13.94 / -13.94

Atomic partial charges in e from the Löwdin method, atoms 1 to 4:
1 C -0.083
2 C -0.246
3 C -0.270
4 C -0.501

Record 8
The following is a DFT calculation (ωB97M-V with the def2-TZVPD basis set) of 3 unconnected molecules or ions with the total composition C4H14O2S2.

Atoms and positions in Å:
1 C -1.4602 -2.1909 -1.5085
2 C -1.1103 -3.6403 -0.9900
3 C -2.2052 -1.4301 -0.4178
4 S -1.0374 -0.6344 0.9642
5 S 0.1585 0.7649 -0.2620
6 C 0.9487 1.9053 -1.4053
7 H -2.1454 -2.1775 -2.3367
8 H -0.4721 -1.6893 -1.6785
9 H -1.1422 -3.5553 0.1118
10 H -0.1619 -3.9206 -1.4202
11 H -1.8738 -4.2122 -1.5732
12 H -3.0771 -1.7800 0.2224
13 H -2.5790 -0.5506 -0.7261
14 H 0.3374 1.8663 -2.3111
15 H 1.9687 1.5113 -1.4100
16 H 1.1935 2.8991 -0.9953
17 H 0.5098 3.6282 2.8956
18 H 0.6260 2.4093 1.7901
19 O 1.0937 2.9669 2.4330
20 H 3.4053 1.9134 3.0762
21 H 3.1590 3.2033 2.5367
22 O 3.8641 2.7132 3.0048

Output
Orbital gap (eV): 6.047
Energy (eV): -30136.25092
SMILES string: CCCSSC.O.O
Energy above the lowest of the compared OMol25 structures with the same formula, charge and spin (kJ/mol): 429.0
E_HOMO (eV): -8.13

Atomic partial charges in e from the Löwdin method, atoms 1 to 4:
1 C -0.311
2 C -0.095
3 C -0.476
4 S 0.507

Record 9
The following is a DFT calculation (ωB97M-V with the def2-TZVPD basis set) of 4 unconnected molecules or ions with the total composition C4H14O3.

Atoms and positions in Å:
1 C 1.9183 -1.1499 -0.4303
2 C 1.5207 0.0986 -1.2308
3 C 2.1525 0.4269 -2.3489
4 C 0.3425 0.8453 -0.6569
5 H 1.8069 -2.0722 -0.9683
6 H 1.2357 -1.2538 0.4091
7 H 2.9615 -1.0400 -0.1224
8 H 1.7557 1.2495 -2.9354
9 H 3.0698 -0.0057 -2.7139
10 H 0.5993 1.4952 0.1835
11 H -0.3320 0.0896 -0.2468
12 H -0.2709 1.3566 -1.3985
13 H -2.1996 1.9524 2.5951
14 H -2.3631 0.8010 3.5912
15 O -2.3046 0.9897 2.6505
16 H 0.0459 -3.4172 2.9061
17 H -1.2670 -2.8918 2.3474
18 O -0.5020 -3.4304 2.1147
19 H -3.0806 1.7722 -1.8884
20 H -2.5978 1.8634 -0.5049
21 O -2.4913 2.3206 -1.3518

Output
Orbital gap (eV): 9.253
Energy (eV): -10516.58360
SMILES string: C=C(C)C.O.O.O
Energy above the lowest of the compared OMol25 structures with the same formula, charge and spin (kJ/mol): 129.8
E_HOMO (eV): -8.90

Atomic partial charges in e from the Löwdin method, atoms 1 to 4:
1 C -0.067
2 C -0.403
3 C 0.016
4 C -0.084

Record 10
The following is a DFT calculation (ωB97M-V with the def2-TZVPD basis set) of 3 unconnected molecules or ions with the total composition C4H14O3.

Atoms and positions in Å:
1 C -0.6327 1.7722 1.3429
2 C -0.0263 0.3993 1.4913
3 C 1.2105 0.1618 0.6090
4 C 1.8133 -1.2169 0.6554
5 O 0.9722 0.4278 -0.7851
6 H -0.1078 2.6098 1.8088
7 H -0.6395 2.0109 0.2839
8 H -1.6490 1.8728 1.7157
9 H -0.7150 -0.4111 1.2144
10 H 0.2981 0.1777 2.5117
11 H 1.9404 0.8986 0.9872
12 H 2.6686 -1.2435 -0.0113
13 H 1.0544 -1.9573 0.4105
14 H 2.2444 -1.3438 1.6504
15 H 0.8843 1.3547 -0.9817
16 H -0.0721 -0.9290 -2.0573
17 H -0.4108 -1.6186 -3.3922
18 O 0.1943 -1.6783 -2.6351
19 H -2.3551 -0.1649 -1.8721
20 H -3.3776 -0.9402 -1.1638
21 O -3.2946 -0.1819 -1.7824

Output
Orbital gap (eV): 11.094
Energy (eV): -10517.30136
SMILES string: CC[C@@H](C)O.O.O
Energy above the lowest of the compared OMol25 structures with the same formula, charge and spin (kJ/mol): 60.6
E_HOMO (eV): -10.54

Atomic partial charges in e from the Löwdin method, atoms 1 to 4:
1 C -0.100
2 C -0.216
3 C -0.451
4 C -0.044

Record 11
The following is a DFT calculation (ωB97M-V with the def2-TZVPD basis set) of 4 unconnected molecules or ions with the total composition C4H14O3.

Atoms and positions in Å:
1 C 1.5423 -1.1324 0.3984
2 C 1.0741 -0.8087 -0.9497
3 C 0.6200 0.5180 -1.1614
4 C 1.1456 -1.9275 -1.9082
5 H 2.6493 -1.0499 0.4862
6 H 1.1772 -0.4523 1.1711
7 H 1.3352 -2.1408 0.7656
8 H 0.5082 0.8697 -2.1849
9 H 0.5674 1.1233 -0.2664
10 H 2.1147 -2.4014 -2.0436
11 H 0.2566 -2.5659 -1.8177
12 H 0.9834 -1.5280 -2.9299
13 H -0.3836 1.0868 3.2673
14 H 0.2431 2.1004 2.3201
15 O -0.5171 1.9755 2.9219
16 H -1.8453 2.4934 1.6984
17 H -1.8436 2.3540 0.1376
18 O -2.3781 2.2709 0.9091
19 H -2.9651 0.3521 -0.2637
20 H -1.6700 -0.5936 -0.3069
21 O -2.6142 -0.5436 -0.2432

Output
Orbital gap (spin up / spin down) (eV): 8.636 / 5.041
2S+1: 2
Net charge: +1
⟨S²⟩: 0.7526
Energy (eV): -10507.07611
Energy above the lowest of the compared OMol25 structures with the same formula, charge and spin (kJ/mol): 143.6
E_HOMO (spin up / spin down) (eV): -14.18 / -14.17

Atomic partial charges in e from the Löwdin method, atoms 1 to 4:
1 C -0.012
2 C -0.232
3 C 0.272
4 C 0.001

Record 12
The following is a DFT calculation (ωB97M-V with the def2-TZVPD basis set) of 4 unconnected molecules or ions with the total composition C4H14O4.

Atoms and positions in Å:
1 C -0.1302 1.1423 -0.5066
2 C -0.2337 0.3852 0.7458
3 C -1.3998 0.1568 -0.6496
4 C -0.7787 0.9135 2.1555
5 O 0.6998 0.7109 -1.5501
6 H -0.2009 2.2181 -0.4314
7 H 0.3662 -0.5061 0.9429
8 H -1.1817 -0.9190 -0.7150
9 H -1.6865 0.4184 -1.7179
10 H -2.3067 0.5493 -0.1697
11 H -0.8506 2.0025 2.2702
12 H -0.1225 0.6308 2.9532
13 H -1.7299 0.4136 2.4232
14 H -0.2561 -2.4899 -0.2330
15 H -0.6195 -3.7698 0.4443
16 O -1.0454 -2.9192 0.2129
17 H 2.1608 1.6358 -0.8767
18 H 3.6765 1.8889 -0.5934
19 O 2.7783 2.0822 -0.2829
20 H 1.2484 -2.1796 -1.8724
21 H 0.7330 -0.6752 -1.4365
22 O 0.8794 -1.6898 -1.1127

Output
Orbital gap (eV): 8.888
Energy (eV): -12561.29017
Energy above the lowest of the compared OMol25 structures with the same formula, charge and spin (kJ/mol): 360.7
E_HOMO (eV): -9.31

Atomic partial charges in e from the Löwdin method, atoms 1 to 4:
1 C -0.366
2 C -0.018
3 C -0.008
4 C -0.014